The molecule C4H7N3O in a non-equilibrium geometry. Source: the OMol25 dataset; level of theory: ωB97M-V/def2-TZVPD.

Cartesian coordinates (Å):
C 0.989 1.823 -0.090
C 1.785 0.713 -0.069
N 1.354 -0.646 -0.153
O 2.358 -1.584 -0.117
C 0.073 -1.064 -0.036
N -0.922 -0.186 0.022
N -2.198 -0.895 -0.136
C -3.141 -0.040 -0.016
H 1.600 2.676 0.071
H -0.122 1.797 -0.103
H 2.934 0.853 -0.025
H 2.480 -1.833 0.886
H -0.055 -2.130 -0.202
H -2.991 1.082 0.043
H -4.144 -0.566 -0.075

* gap between HOMO and LUMO: 8.871 eV
* ΔE to the lowest compared entry with this formula, charge and spin: 118.5 kcal per mole
* HOMO level: -8.369 eV

***

The molecule C4H7N3O in a non-equilibrium geometry. Source: the OMol25 dataset; level of theory: ωB97M-V/def2-TZVPD.

Cartesian coordinates (Å):
H 0.091 3.576 -1.212
N -0.608 3.041 -0.722
C -0.271 1.835 -0.322
N -1.365 1.140 0.181
C -0.964 -0.249 0.146
C 0.336 -0.275 -0.057
O 1.181 -1.390 -0.169
C 0.784 -2.397 0.677
N 0.788 1.015 -0.363
H -2.094 1.427 -0.381
H -1.657 -1.080 0.070
H 0.152 -1.949 1.375
H 0.298 -3.248 0.264
H 1.611 -2.777 1.216
H 1.718 1.331 -0.703

* gap between HOMO and LUMO: 8.410 eV
* ΔE to the lowest compared entry with this formula, charge and spin: 55.1 kcal per mole
* HOMO level: -7.625 eV

***

The molecule C4H7N3O in a non-equilibrium geometry. Source: the OMol25 dataset; level of theory: ωB97M-V/def2-TZVPD.

Cartesian coordinates (Å):
C -1.303 -1.852 -0.398
N -1.863 -0.490 -0.940
N -1.395 0.596 -0.789
C -0.130 0.649 -0.139
C 0.831 -0.234 -0.049
N 1.713 0.233 0.867
O 1.668 1.761 0.768
C 0.284 1.923 0.553
H -0.454 -1.906 -1.263
H -0.655 -1.469 0.497
H -2.101 -2.777 -0.572
H 1.008 -1.198 -0.384
H 2.597 -0.056 0.504
H -0.406 2.068 1.407
H 0.208 2.751 -0.063

* gap between HOMO and LUMO: 8.792 eV
* ΔE to the lowest compared entry with this formula, charge and spin: 167.5 kcal per mole
* HOMO level: -8.202 eV

***

Copy entry 3 word for word.
The molecule C4H7N3O in a non-equilibrium geometry. Source: the OMol25 dataset; level of theory: ωB97M-V/def2-TZVPD.

Cartesian coordinates (Å):
C -1.303 -1.852 -0.398
N -1.863 -0.490 -0.940
N -1.395 0.596 -0.789
C -0.130 0.649 -0.139
C 0.831 -0.234 -0.049
N 1.713 0.233 0.867
O 1.668 1.761 0.768
C 0.284 1.923 0.553
H -0.454 -1.906 -1.263
H -0.655 -1.469 0.497
H -2.101 -2.777 -0.572
H 1.008 -1.198 -0.384
H 2.597 -0.056 0.504
H -0.406 2.068 1.407
H 0.208 2.751 -0.063

* gap between HOMO and LUMO: 8.792 eV
* ΔE to the lowest compared entry with this formula, charge and spin: 167.5 kcal per mole
* HOMO level: -8.202 eV